(1)
A cluster of 6 separate species, C34H41F40N2O6 in total in a non-equilibrium geometry. Source: the OMol25 dataset; level of theory: ωB97M-V/def2-TZVPD.

Computed properties:
E_LUMO, eV: -3.301
Orbital gap, Ha: 0.344

```
! wB97M-V def2-TZVPD RIJCOSX def2/J DEFGRID3
* xyz 1 1
C -0.268 0.848 -0.078
C -0.571 1.835 -1.356
C -2.167 1.800 -1.852
O -2.470 0.364 -2.072
C -3.875 0.158 -2.462
C -4.953 0.418 -1.215
C -5.798 1.797 -1.595
C -6.830 2.033 -0.300
N -7.564 3.349 -0.435
C -7.815 0.703 -0.293
C -7.019 -0.728 -0.243
N -5.809 -0.826 -1.144
H 0.896 0.597 -0.031
H -0.813 -0.196 -0.129
H -0.645 1.359 0.926
H -0.272 2.961 -1.133
H 0.040 1.409 -2.269
H -2.175 2.434 -2.863
H -2.835 2.293 -1.007
H -4.011 -0.971 -2.814
H -4.103 0.874 -3.360
H -4.278 0.604 -0.262
H -6.528 1.611 -2.521
H -5.113 2.740 -1.747
H -6.132 1.980 0.656
H -6.956 4.048 0.070
H -7.477 3.628 -1.455
H -8.563 0.829 -1.186
H -8.461 0.760 0.709
H -7.789 -1.553 -0.631
H -6.783 -1.048 0.881
H -6.100 -1.205 -2.094
H -5.191 -1.587 -0.729
C 4.631 -3.393 1.686
C 5.092 -1.929 1.754
C 4.433 -1.089 2.843
F 3.089 -1.042 2.732
F 4.862 0.201 2.776
F 4.945 -1.364 0.526
F 6.443 -1.944 1.991
O 3.591 -3.694 0.748
C 2.267 -3.402 1.190
C 1.621 -2.235 0.431
F 2.385 -1.115 0.462
F 0.423 -1.899 0.977
F 2.285 -3.218 2.532
F 1.545 -4.537 0.983
H 5.491 -3.973 1.327
H 4.417 -3.810 2.678
H 4.683 -1.465 3.838
H 1.456 -2.498 -0.619
C 7.923 -3.668 5.257
C 6.417 -3.632 4.956
C 5.507 -3.844 6.161
F 5.725 -5.018 6.787
F 4.201 -3.857 5.778
F 6.145 -4.518 3.961
F 6.141 -2.395 4.431
O 8.588 -4.920 5.050
C 8.454 -5.863 6.111
C 7.599 -7.080 5.733
F 6.377 -6.724 5.264
F 7.380 -7.879 6.810
F 8.004 -5.220 7.215
F 9.719 -6.270 6.411
H 8.399 -2.990 4.538
H 8.163 -3.237 6.237
H 5.624 -3.039 6.891
H 8.093 -7.677 4.960
C -11.307 1.592 3.739
C -11.117 2.527 4.944
C -11.906 3.831 4.887
F -11.616 4.575 3.800
F -11.619 4.611 5.965
F -9.788 2.752 5.121
F -11.523 1.836 6.056
O -10.330 1.685 2.695
C -10.526 2.754 1.771
C -9.457 3.850 1.879
F -9.344 4.335 3.141
F -9.760 4.910 1.085
F -11.789 3.226 1.909
F -10.477 2.190 0.533
H -11.194 0.570 4.119
H -12.329 1.624 3.343
H -12.982 3.642 4.898
H -8.477 3.468 1.579
C 0.475 -0.136 -6.287
C 0.665 0.798 -5.082
C -0.124 2.102 -5.139
F 0.165 2.846 -6.226
F 0.163 2.882 -4.060
F 1.994 1.023 -4.905
F 0.259 0.107 -3.969
O 1.451 -0.043 -7.330
C 1.255 1.025 -8.255
C 2.324 2.121 -8.146
F 2.437 2.607 -6.884
F 2.021 3.181 -8.940
F -0.007 1.498 -8.116
F 1.304 0.461 -9.493
H 0.587 -1.159 -5.906
H -0.548 -0.104 -6.682
H -1.200 1.913 -5.128
H 3.305 1.739 -8.446
C 6.666 0.153 -1.421
C 7.602 1.050 -0.597
C 7.449 2.549 -0.840
F 7.650 2.898 -2.127
F 8.363 3.247 -0.112
F 8.885 0.641 -0.787
F 7.332 0.807 0.725
O 7.199 -0.383 -2.638
C 7.173 0.502 -3.756
C 8.570 0.962 -4.196
F 9.274 1.514 -3.176
F 8.491 1.909 -5.166
F 6.337 1.532 -3.480
F 6.582 -0.192 -4.767
H 6.464 -0.732 -0.805
H 5.680 0.609 -1.575
H 6.458 2.898 -0.540
H 9.151 0.120 -4.586
*
```

---

(2)
An isolated molecule of C5H9NO2 in a non-equilibrium geometry. Source: the OMol25 dataset; level of theory: ωB97M-V/def2-TZVPD.

Computed properties:
E_LUMO, eV: 0.745
Energy relative to the best compared isomer or geometry (same formula, charge and spin), eV: 1.460
SMILES: O=CCCCNC=O
Orbital gap, Ha: 0.384

```
! wB97M-V def2-TZVPD RIJCOSX def2/J DEFGRID3
* xyz 0 1
O 1.802 -1.976 0.988
C 0.703 -2.271 0.617
C 0.008 -1.624 -0.555
C -0.849 -0.457 -0.107
C -0.809 1.052 -0.587
N 0.410 1.813 -0.450
C 0.895 2.113 0.806
O 1.983 2.595 0.997
H -0.033 -2.919 1.137
H 0.744 -1.382 -1.338
H -0.599 -2.383 -1.067
H -1.924 -0.624 -0.236
H -0.741 -0.355 0.980
H -1.566 1.506 0.050
H -1.194 1.020 -1.604
H 0.977 2.055 -1.243
H 0.192 1.837 1.608
*
```

---

(3)
A cluster of 2 separate species, C26H47N4O6 in total in a non-equilibrium geometry. Source: the OMol25 dataset; level of theory: ωB97M-V/def2-TZVPD.

Computed properties:
E_LUMO, eV: -3.666
Energy relative to the best compared isomer or geometry (same formula, charge and spin), eV: 1.710
Orbital gap, Ha: 0.299

```
! wB97M-V def2-TZVPD RIJCOSX def2/J DEFGRID3
* xyz 1 1
C -3.429 -2.700 -3.978
C -2.897 -3.171 -2.621
O -3.242 -4.525 -2.401
C -2.267 -5.262 -1.707
C -1.986 -4.747 -0.284
C -0.657 -3.998 -0.105
C -0.706 -3.029 1.098
C -0.923 -1.565 0.745
N 0.259 -0.910 0.152
C 0.276 -0.843 -1.317
C -0.427 0.464 -1.740
C -1.286 0.299 -3.013
O -2.668 0.335 -2.724
C 1.203 -0.392 0.858
N 2.308 0.148 0.196
C 2.524 1.586 0.401
C 3.006 2.284 -0.885
C 2.987 1.509 -2.154
O 4.219 1.874 -1.389
N 1.062 -0.373 2.249
O 1.686 -1.517 2.810
C 1.478 -1.545 4.235
C 0.226 -2.290 4.698
C 0.663 -3.291 5.791
C -0.901 -1.408 5.311
C -2.254 -2.082 5.013
C -0.946 0.037 4.811
H -2.614 -2.540 -4.680
H -3.973 -1.768 -3.863
H -4.068 -3.483 -4.375
H -1.811 -3.030 -2.590
H -3.327 -2.550 -1.830
H -2.617 -6.288 -1.647
H -1.323 -5.293 -2.266
H -2.828 -4.136 0.045
H -1.965 -5.600 0.393
H -0.334 -3.525 -1.028
H 0.104 -4.743 0.126
H 0.166 -3.180 1.727
H -1.568 -3.311 1.703
H -1.249 -1.012 1.621
H -1.716 -1.485 0.001
H 1.285 -0.920 -1.697
H -0.301 -1.658 -1.733
H 0.271 1.295 -1.810
H -1.125 0.703 -0.937
H -1.053 -0.639 -3.508
H -1.054 1.127 -3.685
H -2.902 1.207 -2.403
H 3.144 -0.387 0.407
H 1.609 2.090 0.703
H 3.353 1.768 1.088
H 2.759 3.345 -0.983
H 3.161 0.448 -2.186
H 2.913 2.087 -3.066
H 1.475 0.478 2.623
H 2.354 -2.086 4.589
H 1.554 -0.541 4.652
H -0.207 -2.890 3.901
H 1.247 -2.771 6.550
H 1.208 -4.135 5.379
H -0.230 -3.658 6.294
H -0.774 -1.401 6.394
H -3.080 -1.416 5.249
H -2.383 -2.977 5.619
H -2.303 -2.334 3.954
H -1.919 0.459 5.058
H -0.220 0.671 5.318
H -0.830 0.120 3.733
C 3.254 7.925 -4.038
C 2.230 8.688 -3.494
C 1.094 8.072 -2.994
C 1.006 6.693 -3.048
C 2.012 5.917 -3.592
C 3.144 6.542 -4.090
N -0.189 6.040 -2.493
O -1.055 6.749 -2.040
O -0.246 4.822 -2.505
H 4.141 8.410 -4.423
H 2.316 9.764 -3.456
H 0.294 8.659 -2.569
H 1.924 4.842 -3.632
H 3.941 5.950 -4.517
*
```

---

(4)
An isolated molecule of C5H8O2. Source: the OMol25 dataset; level of theory: ωB97M-V/def2-TZVPD.

Computed properties:
E_LUMO, eV: 0.725
Energy relative to the best compared isomer or geometry (same formula, charge and spin), eV: 1.445
SMILES: O=C=CCCCO
Orbital gap, Ha: 0.355

```
! wB97M-V def2-TZVPD RIJCOSX def2/J DEFGRID3
* xyz 0 1
O -2.705 -1.880 0.260
C -2.400 -0.767 0.063
C -2.017 0.473 -0.158
C -0.541 0.824 -0.210
C 0.299 -0.431 0.061
C 1.754 -0.441 -0.381
O 2.610 0.405 0.360
H -2.801 1.209 -0.304
H -0.328 1.604 0.534
H -0.301 1.253 -1.194
H 0.251 -0.665 1.132
H -0.166 -1.271 -0.471
H 2.134 -1.456 -0.228
H 1.817 -0.233 -1.462
H 2.477 1.310 0.059
*
```

---

(5)
A structure of composition C26H32Cl4IMnN7O3S in a non-equilibrium geometry. Source: the OMol25 dataset; level of theory: ωB97M-V/def2-TZVPD.

Computed properties:
E_LUMO (spin up / spin down), eV: 4.295 / 4.295
Energy relative to the best compared isomer or geometry (same formula, charge and spin), eV: 0.527
Orbital gap (spin up / spin down), Ha: 0.205 / 0.207

```
! wB97M-V def2-TZVPD RIJCOSX def2/J DEFGRID3
* xyz -2 2
Mn -0.718 -0.090 -1.348
C 2.086 -5.361 0.432
C 1.023 -4.494 -0.236
N 0.101 -3.880 0.718
C -1.246 -4.431 0.761
C -1.282 -5.821 1.379
C 0.434 -2.709 1.312
S -0.608 -1.852 2.328
N 1.726 -2.311 1.120
C 2.049 -1.206 0.504
O 1.415 -0.557 -0.379
C 3.436 -0.689 0.817
C 4.428 -1.518 1.328
C 5.694 -1.016 1.597
C 5.973 0.327 1.378
C 4.981 1.163 0.885
C 3.721 0.655 0.596
H 2.765 -5.770 -0.323
H 1.637 -6.196 0.976
H 2.668 -4.764 1.134
H 0.419 -5.091 -0.920
H 1.480 -3.712 -0.838
H -1.630 -4.444 -0.264
H -1.864 -3.743 1.325
H -0.755 -6.557 0.765
H -2.317 -6.158 1.485
H -0.821 -5.810 2.370
H 4.182 -2.556 1.516
H 6.465 -1.674 1.982
H 6.959 0.722 1.594
H 5.185 2.215 0.720
H 2.933 1.284 0.201
Cl -7.070 1.515 0.359
C -5.529 1.464 -0.450
C -5.194 2.438 -1.364
Cl -6.298 3.733 -1.731
C -3.939 2.382 -2.002
Cl -3.493 3.576 -3.195
C -3.012 1.383 -1.726
O -1.843 1.298 -2.276
C -3.363 0.351 -0.769
O -2.494 -0.572 -0.532
C -4.621 0.426 -0.164
Cl -5.035 -0.825 0.973
N 2.053 0.479 -2.684
C 2.688 0.882 -3.794
C 1.747 1.523 -4.576
C 0.554 1.442 -3.836
N 0.765 0.812 -2.690
H 2.351 -0.037 -1.859
H 3.737 0.679 -3.939
H 1.897 1.970 -5.545
H -0.444 1.790 -4.053
I -0.463 -2.295 -2.945
C 0.169 3.415 -1.015
N -0.639 3.518 0.183
C -1.647 4.564 0.098
C -0.960 2.338 0.835
N -0.686 1.185 0.359
N -1.603 2.528 2.062
C -0.987 3.434 3.011
C -2.185 1.353 2.684
H 0.679 4.371 -1.172
H -0.437 3.168 -1.889
H 0.901 2.621 -0.893
H -2.237 4.464 -0.820
H -1.160 5.545 0.093
H -2.322 4.505 0.948
H -0.867 0.455 1.049
H -0.481 4.241 2.488
H -0.249 2.914 3.641
H -1.750 3.862 3.668
H -1.431 0.714 3.163
H -2.720 0.758 1.946
H -2.898 1.681 3.443
*
```

---

(6)
A structure of composition C11H25LuN5O8 in a non-equilibrium geometry. Source: the OMol25 dataset; level of theory: ωB97M-V/def2-TZVPD.

Computed properties:
E_LUMO (spin up / spin down), eV: -4.733 / -4.732
Energy relative to the best compared isomer or geometry (same formula, charge and spin), eV: 0.162
Orbital gap (spin up / spin down), Ha: 0.203 / 0.196

```
! wB97M-V def2-TZVPD RIJCOSX def2/J DEFGRID3
* xyz 1 1
O -0.006 0.041 -4.833
H -0.417 -0.023 -5.706
Lu 0.197 -0.064 -0.237
N 0.693 1.708 1.146
N 1.365 1.583 -1.187
N -1.215 -1.267 1.131
N -0.350 -2.012 -1.191
O 0.300 1.545 2.449
O -1.525 -0.850 2.464
O 0.077 -2.456 -2.483
O 1.956 0.833 -2.071
C 2.065 2.540 -0.506
C 1.526 2.726 0.802
C -1.420 -2.563 0.857
C -0.903 -2.975 -0.434
C 1.890 3.858 1.694
H 2.173 3.506 2.694
H 1.042 4.551 1.801
H 2.733 4.422 1.276
C 3.291 3.138 -1.084
H 3.123 3.420 -2.136
H 4.145 2.434 -1.041
H 3.584 4.032 -0.521
C -2.072 -3.526 1.791
C -0.940 -4.374 -0.924
H -2.666 -3.004 2.551
H -1.314 -4.138 2.309
H -2.732 -4.213 1.241
H -0.167 -4.510 -1.687
H -1.921 -4.605 -1.365
H -0.780 -5.097 -0.114
H -1.023 -0.005 2.593
H 0.540 -1.708 -2.919
C -0.931 0.730 -3.979
H -0.355 1.433 -3.368
H -1.447 -0.005 -3.342
H -1.694 1.307 -4.533
O -1.856 1.087 -0.348
H -2.602 0.584 0.025
H -1.894 1.961 0.079
N 1.910 -0.001 3.681
C 1.748 -1.412 3.214
C 2.418 -1.502 1.836
O 3.571 -1.916 1.822
O 1.724 -1.035 0.845
H 2.904 0.228 3.627
H 1.649 0.038 4.672
H 1.249 0.749 3.076
H 2.286 -2.087 3.886
H 0.685 -1.671 3.186
*
```